Entry from OMol25: a 4-piece molecular cluster, C43H76N2O11S overall (wB97M-V/def2-TZVPD).

Last columns: bonded neighbours and bond lengths (Å).
Geometry (Å):
1 C -5.49822 -6.05162 13.35454  C2 1.509, H31 1.090, H32 1.087, H33 1.086
2 C -6.17944 -5.05366 12.45020  C1 1.509, O3 1.199, O4 1.374
3 O -6.85626 -4.14832 12.84950  C2 1.199
4 O -5.98815 -5.28564 11.10977  C2 1.374, C5 1.438
5 C -4.72331 -4.81432 10.61367  O4 1.438, C6 1.530, H34 1.089, H35 1.094
6 C -4.03493 -5.89126 9.77289  C5 1.530, C7 1.526, H36 1.091, H37 1.091
7 C -2.58235 -6.13712 10.17043  C6 1.526, C8 1.537, H38 1.092, H39 1.093
8 C -1.67932 -4.91135 9.95628  C7 1.537, C9 1.526, H40 1.091, H41 1.094
9 C -1.01436 -4.90876 8.58314  C8 1.526, C10 1.539, H42 1.092, H43 1.093
10 C -0.25346 -3.61048 8.26104  C9 1.539, C11 1.541, H44 1.090, H45 1.092
11 C -0.59723 -2.95797 6.90807  C10 1.541, C12 1.523, H46 1.091, H47 1.092
12 C 0.62987 -2.76819 6.02631  C11 1.523, C13 1.509, H48 1.094, H49 1.093
13 C 0.42440 -2.02547 4.72856  C12 1.509, C14 1.387, C18 1.396
14 C -0.75436 -1.37510 4.39292  C13 1.387, C15 1.391, H50 1.082
15 C -0.87586 -0.68056 3.19370  C14 1.391, C16 1.388, H51 1.084
16 C 0.17109 -0.65379 2.28323  C15 1.388, C17 1.395, N30 1.409
17 C 1.35751 -1.31542 2.60213  C16 1.395, C18 1.386, S19 1.768
18 C 1.48082 -1.97204 3.81686  C13 1.396, C17 1.386, H52 1.084
19 S 2.65765 -1.34183 1.40499  C17 1.768, C20 1.768
20 C 2.45351 0.30896 0.80449  S19 1.768, C21 1.390, C29 1.393
21 C 3.54099 1.09343 0.43993  C20 1.390, C22 1.385, H53 1.082
22 C 3.34067 2.35095 -0.10579  C21 1.385, C23 1.393, H54 1.082
23 C 2.05696 2.86812 -0.26447  C22 1.393, C24 1.508, C28 1.393
24 C 1.86603 4.22807 -0.88793  C23 1.508, C25 1.524, H55 1.095, H56 1.092
25 C 0.72160 5.07061 -0.33857  C24 1.524, C26 1.518, H57 1.091, H58 1.093
26 C 0.54570 6.34065 -1.15074  C25 1.518, N27 1.467, H59 1.090, H60 1.100
27 N 1.72242 7.20734 -1.02576  C26 1.467, H61 1.013, H62 1.013
28 C 0.97618 2.09181 0.14684  C23 1.393, C29 1.390, H63 1.083
29 C 1.16391 0.81470 0.66216  C20 1.393, C28 1.390, N30 1.409
30 N 0.07581 0.00428 1.04071  C16 1.409, C29 1.409, H64 1.010
31 H -4.85041 -5.50499 14.04036  C1 1.090
32 H -6.25112 -6.56219 13.94932  C1 1.087
33 H -4.90320 -6.76751 12.79606  C1 1.086
34 H -4.91551 -3.90821 10.04018  C5 1.089
35 H -4.07805 -4.52840 11.45003  C5 1.094
36 H -4.60614 -6.80972 9.91886  C6 1.091
37 H -4.09923 -5.65154 8.71077  C6 1.091
38 H -2.54395 -6.47709 11.20727  C7 1.092
39 H -2.19182 -6.95505 9.55881  C7 1.093
40 H -0.91694 -4.86523 10.73584  C8 1.091
41 H -2.27465 -3.99726 10.04363  C8 1.094
42 H -0.33417 -5.76229 8.53459  C9 1.092
43 H -1.78422 -5.08967 7.82830  C9 1.093
44 H 0.81975 -3.79347 8.31633  C10 1.090
45 H -0.47734 -2.89116 9.05198  C10 1.092
46 H -1.06486 -1.98775 7.08436  C11 1.091
47 H -1.32205 -3.57452 6.37196  C11 1.092
48 H 1.40008 -2.24700 6.60329  C12 1.094
49 H 1.04656 -3.75014 5.78591  C12 1.093
50 H -1.60360 -1.38547 5.06348  C14 1.082
51 H -1.79923 -0.16701 2.95269  C15 1.084
52 H 2.41678 -2.46653 4.05014  C18 1.084
53 H 4.53991 0.69968 0.57211  C21 1.082
54 H 4.19081 2.95012 -0.40473  C22 1.082
55 H 1.74802 4.14565 -1.97309  C24 1.095
56 H 2.79057 4.78621 -0.72408  C24 1.092
57 H -0.22179 4.52298 -0.34503  C25 1.091
58 H 0.93568 5.34770 0.69663  C25 1.093
59 H -0.31838 6.90444 -0.79878  C26 1.090
60 H 0.34646 6.06279 -2.19583  C26 1.100
61 H 2.51438 6.76857 -1.48063  N27 1.013
62 H 1.55876 8.05908 -1.54857  N27 1.013
63 H -0.03482 2.46592 0.04566  C28 1.083
64 H -0.80802 0.47870 0.92627  N30 1.010
65 C 5.82527 8.14271 -6.10420  O66 1.408, H74 1.097, H75 1.088, H76 1.097
66 O 5.20285 6.88733 -5.96586  C65 1.408, C67 1.414
67 C 5.27121 6.39788 -4.64109  O66 1.414, C68 1.511, H77 1.098, H78 1.100
68 C 4.29031 5.26930 -4.42690  C67 1.511, O69 1.419, H79 1.093, H80 1.092
69 O 2.94896 5.69448 -4.24206  C68 1.419, C70 1.420
70 C 2.22246 6.08986 -5.39630  O69 1.420, C71 1.510, H81 1.092, H82 1.092
71 C 1.77437 4.91764 -6.23674  C70 1.510, O72 1.413, H83 1.100, H84 1.098
72 O 2.81890 4.43193 -7.05562  C71 1.413, C73 1.412
73 C 2.59491 3.08669 -7.42118  O72 1.412, H85 1.095, H86 1.088, H87 1.097
74 H 6.89105 8.09303 -5.85108  C65 1.097
75 H 5.72411 8.44422 -7.14456  C65 1.088
76 H 5.34683 8.89566 -5.46661  C65 1.097
77 H 5.05247 7.20351 -3.92793  C67 1.098
78 H 6.28599 6.02583 -4.43929  C67 1.100
79 H 4.56021 4.77833 -3.48868  C68 1.093
80 H 4.36626 4.53371 -5.23016  C68 1.092
81 H 2.77289 6.82067 -5.99212  C70 1.092
82 H 1.32308 6.57144 -5.00571  C70 1.092
83 H 0.92744 5.22483 -6.86736  C71 1.100
84 H 1.42705 4.12548 -5.56059  C71 1.098
85 H 2.59549 2.43665 -6.54037  C73 1.095
86 H 3.40225 2.77971 -8.08247  C73 1.088
87 H 1.63954 2.96728 -7.94592  C73 1.097
88 C -1.58514 -1.85289 -6.94805  O89 1.408, H97 1.097, H98 1.088, H99 1.096
89 O -0.19996 -2.06221 -7.08572  C88 1.408, C90 1.414
90 C 0.40013 -1.21688 -8.04691  O89 1.414, C91 1.511, H100 1.098, H101 1.099
91 C 1.88274 -1.10341 -7.77833  C90 1.511, O92 1.419, H102 1.092, H103 1.092
92 O 2.18977 -0.21506 -6.71530  C91 1.419, C93 1.419
93 C 1.92292 -0.66111 -5.39447  O92 1.419, C94 1.510, H104 1.091, H105 1.092
94 C 2.92096 -1.65996 -4.85838  C93 1.510, O95 1.416, H106 1.100, H107 1.098
95 O 2.65306 -2.95836 -5.35452  C94 1.416, C96 1.408
96 C 3.73907 -3.83485 -5.16608  O95 1.408, H108 1.096, H109 1.088, H110 1.097
97 H -2.13103 -2.05848 -7.87659  C88 1.097
98 H -1.93460 -2.53285 -6.17362  C88 1.088
99 H -1.79673 -0.82556 -6.62955  C88 1.096
100 H -0.04371 -0.21391 -8.00348  C90 1.098
101 H 0.23772 -1.62510 -9.05467  C90 1.099
102 H 2.35325 -0.66339 -8.66018  C91 1.092
103 H 2.31727 -2.09191 -7.61354  C91 1.092
104 H 0.90762 -1.05206 -5.30671  C93 1.091
105 H 1.99699 0.23753 -4.77766  C93 1.092
106 H 2.85817 -1.66821 -3.76063  C94 1.100
107 H 3.93331 -1.34514 -5.14230  C94 1.098
108 H 4.63171 -3.47966 -5.69462  C96 1.096
109 H 3.45033 -4.80352 -5.56861  C96 1.088
110 H 3.98224 -3.95045 -4.10308  C96 1.097
111 C -0.87067 -2.53983 -3.21616  O112 1.410, H120 1.096, H121 1.088, H122 1.096
112 O -2.05155 -1.77750 -3.10456  C111 1.410, C113 1.414
113 C -3.18934 -2.57713 -2.84956  O112 1.414, C114 1.511, H123 1.097, H124 1.100
114 C -4.33185 -1.72947 -2.34175  C113 1.511, O115 1.418, H125 1.092, H126 1.093
115 O -4.21333 -1.36838 -0.97604  C114 1.418, C116 1.417
116 C -3.34172 -0.29423 -0.66736  O115 1.417, C117 1.511, H127 1.092, H128 1.092
117 C -3.93364 1.07168 -0.92684  C116 1.511, O118 1.415, H129 1.100, H130 1.097
118 O -3.87101 1.39902 -2.30224  C117 1.415, C119 1.408
119 C -4.71160 2.47913 -2.63242  O118 1.408, H131 1.096, H132 1.088, H133 1.097
120 H -0.92407 -3.24769 -4.05152  C111 1.096
121 H -0.05298 -1.84623 -3.39999  C111 1.088
122 H -0.66345 -3.09259 -2.29265  C111 1.096
123 H -2.95397 -3.34612 -2.10319  C113 1.097
124 H -3.50269 -3.08043 -3.77640  C113 1.100
125 H -5.24026 -2.33287 -2.39701  C114 1.092
126 H -4.46412 -0.84999 -2.97634  C114 1.093
127 H -2.38343 -0.39744 -1.18138  C116 1.092
128 H -3.16586 -0.37658 0.40734  C116 1.092
129 H -3.37002 1.81880 -0.34846  C117 1.100
130 H -4.97510 1.08300 -0.58118  C117 1.097
131 H -5.76112 2.24586 -2.41765  C119 1.096
132 H -4.60056 2.66545 -3.69862  C119 1.088
133 H -4.43374 3.38712 -2.08342  C119 1.097

Results
**Orbital gap**: 8.07 eV
**LUMO level**: 0.508 eV
**HOMO energy**: -7.561 eV
**SMILES**: CC(=O)OCCCCCCCCc1ccc2c(c1)Sc1ccc(CCCN)cc1N2.COCCOCCOC.COCCOCCOC.COCCOCCOC

These are the Mulliken partial charges, in e, on atoms 1 to 99: atom 1 (C): -0.829, atom 2 (C): 0.586, atom 3 (O): -0.530, atom 4 (O): -0.363, atom 5 (C): -0.654, atom 6 (C): -0.532, atom 7 (C): -0.835, atom 8 (C): -0.631, atom 9 (C): -0.643, atom 10 (C): -0.738, atom 11 (C): -0.786, atom 12 (C): -0.402, atom 13 (C): 0.385, atom 14 (C): -0.630, atom 15 (C): -0.995, atom 16 (C): 0.782, atom 17 (C): 0.336, atom 18 (C): -0.948, atom 19 (S): -0.358, atom 20 (C): 0.780, atom 21 (C): -0.798, atom 22 (C): -0.771, atom 23 (C): 0.332, atom 24 (C): -0.292, atom 25 (C): -0.429, atom 26 (C): -0.421, atom 27 (N): -0.713, atom 28 (C): -0.245, atom 29 (C): -0.281, atom 30 (N): -0.018, atom 31 (H): 0.280, atom 32 (H): 0.333, atom 33 (H): 0.270, atom 34 (H): 0.306, atom 35 (H): 0.442, atom 36 (H): 0.386, atom 37 (H): 0.294, atom 38 (H): 0.364, atom 39 (H): 0.401, atom 40 (H): 0.260, atom 41 (H): 0.414, atom 42 (H): 0.273, atom 43 (H): 0.314, atom 44 (H): 0.438, atom 45 (H): 0.428, atom 46 (H): 0.288, atom 47 (H): 0.395, atom 48 (H): 0.364, atom 49 (H): 0.391, atom 50 (H): 0.319, atom 51 (H): 0.332, atom 52 (H): 0.421, atom 53 (H): 0.424, atom 54 (H): 0.381, atom 55 (H): 0.099, atom 56 (H): 0.443, atom 57 (H): 0.144, atom 58 (H): 0.300, atom 59 (H): 0.471, atom 60 (H): 0.181, atom 61 (H): 0.252, atom 62 (H): 0.277, atom 63 (H): 0.204, atom 64 (H): -0.205, atom 65 (C): -0.776, atom 66 (O): -0.265, atom 67 (C): -0.653, atom 68 (C): -0.432, atom 69 (O): -0.273, atom 70 (C): -0.568, atom 71 (C): -0.550, atom 72 (O): -0.366, atom 73 (C): -0.712, atom 74 (H): 0.311, atom 75 (H): 0.233, atom 76 (H): 0.328, atom 77 (H): 0.329, atom 78 (H): 0.455, atom 79 (H): 0.355, atom 80 (H): 0.222, atom 81 (H): 0.234, atom 82 (H): 0.400, atom 83 (H): 0.458, atom 84 (H): 0.279, atom 85 (H): 0.244, atom 86 (H): 0.332, atom 87 (H): 0.359, atom 88 (C): -0.670, atom 89 (O): -0.264, atom 90 (C): -0.610, atom 91 (C): -0.437, atom 92 (O): -0.350, atom 93 (C): -0.274, atom 94 (C): -0.792, atom 95 (O): -0.175, atom 96 (C): -0.846, atom 97 (H): 0.389, atom 98 (H): 0.056, atom 99 (H): 0.351